1.
C14H18N2O4 in the gas phase. Source: the OMol25 dataset; level of theory: ωB97M-V with the def2-TZVPD basis set.

Each line ends with the natural charge from an NBO analysis.
CARTESIAN COORDINATES (ANGSTROEM)
C -2.1916 -2.4523 -1.3134  -0.60
H -2.9199 -3.2564 -1.2382  0.21
H -1.1954 -2.8750 -1.2096  0.21
C -2.4335 -1.4073 -0.2292  -0.22
C -3.7824 -0.7099 -0.4018  -0.40
C -4.0636 0.2154 0.7898  -0.40
C -2.7526 0.6663 1.4444  -0.23
N -1.7164 0.8459 0.4503  -0.43
C -1.1623 2.0561 0.2926  0.66
O -1.5317 3.0480 0.8968  -0.63
C -0.0162 2.1599 -0.7206  -0.17
H -0.3819 1.9638 -1.7359  0.20
O 1.0126 1.2287 -0.4079  -0.49
C 2.2703 1.6430 -0.5213  0.80
O 2.5975 2.7324 -0.9300  -0.60
C 3.2618 0.6231 -0.0858  -0.30
C 4.5810 0.9905 -0.0997  -0.05
C 5.6016 0.1124 0.3051  -0.34
C 5.2448 -1.1335 0.7200  0.09
N 3.9505 -1.5015 0.7310  -0.55
C 2.8665 -0.7041 0.3447  0.64
O 1.7537 -1.1871 0.4024  -0.62
H 3.6900 -2.4312 1.0405  0.42
H 5.9643 -1.8679 1.0515  0.22
H 6.6329 0.4185 0.2905  0.23
H 4.8217 1.9905 -0.4315  0.25
H 0.3844 3.1784 -0.6808  0.24
C -1.3272 -0.3475 -0.2795  -0.23
H -0.3916 -0.7512 0.1189  0.25
H -1.1551 -0.0807 -1.3261  0.19
H -2.4119 -0.0796 2.1699  0.19
H -2.8827 1.6194 1.9590  0.25
H -4.6266 1.0861 0.4532  0.21
H -4.6650 -0.3001 1.5398  0.20
H -4.5801 -1.4472 -0.5025  0.21
H -3.7533 -0.1272 -1.3253  0.20
H -2.4173 -1.9126 0.7408  0.20
H -2.2753 -2.0060 -2.3023  0.20

## Properties
Highest occupied orbital energy: -8.8 eV
Gap between HOMO and LUMO: 8.5637 eV
LUMO: -0.2 eV

2.
A molecular structure, C29H34BN11S2Ti. Source: the OMol25 dataset; level of theory: ωB97M-V with the def2-TZVPD basis set.

Each line ends with the Löwdin spin population.
CARTESIAN COORDINATES (ANGSTROEM)
Ti -18.7869 -7.7160 -0.5362  1.05
C -20.6340 -7.4855 -6.0472  0.00
S -19.1523 -8.1813 -5.3074  0.01
C -19.2573 -7.5636 -3.6363  0.03
S -17.9325 -8.1185 -2.7462  0.00
N -20.1701 -6.8522 -3.2414  0.00
N -19.9799 -6.5514 -1.8543  0.16
C -20.6697 -5.5616 -1.4318  0.19
C -20.4270 -5.0828 -0.1822  0.10
C -20.9941 -3.9048 0.4170  0.06
C -20.6125 -3.4922 1.6483  0.05
C -19.7492 -4.3096 2.4550  0.12
C -19.1936 -5.4374 1.7563  0.00
N -19.5112 -5.7998 0.5157  0.11
H -20.8810 -8.2256 -6.8101  0.00
H -20.2425 -6.5328 -6.4107  0.00
H -21.3340 -7.3974 -5.2956  0.00
H -21.3696 -5.0979 -2.1347  0.01
H -21.5789 -3.2970 -0.2773  0.00
H -20.9368 -2.4304 1.8664  0.00
H -19.5053 -4.1233 3.4800  0.01
H -18.3471 -6.0177 2.1422  0.00
C -16.8612 -5.0520 -1.4469  0.01
C -16.2302 -5.9269 -0.3862  0.01
C -15.0268 -5.8225 0.2813  0.00
C -14.9897 -6.9310 1.1209  0.01
C -13.9045 -7.3375 2.0651  0.00
N -16.1255 -7.6246 1.0005  0.00
N -16.8524 -7.0445 -0.0202  0.00
B -16.7256 -8.7511 1.8391  0.00
N -18.0527 -8.3475 2.5252  0.00
N -19.1340 -8.2287 1.7729  0.00
C -20.1456 -8.0609 2.6284  0.00
C -21.6133 -7.8048 2.2066  0.00
C -19.6767 -8.0616 3.9350  0.00
C -18.3090 -8.3086 3.8147  0.00
C -17.2722 -8.4260 4.8716  0.00
N -17.1488 -9.9654 0.9709  0.00
N -17.7475 -9.7737 -0.2451  0.00
C -17.5293 -10.9262 -0.8927  0.00
C -18.0768 -11.2650 -2.2713  0.00
C -16.7337 -11.7960 -0.1947  0.00
C -16.6347 -11.2080 1.0594  0.00
C -15.8668 -11.6315 2.2824  0.00
H -16.1538 -4.6544 -2.0790  0.00
H -17.5213 -5.6554 -2.0655  0.00
H -17.3881 -4.1598 -1.0326  0.00
H -14.3149 -5.0160 0.1794  0.00
H -13.0300 -6.8255 1.6611  0.00
H -14.1633 -7.0494 3.1359  0.00
H -13.8451 -8.4277 1.9563  0.00
H -15.9840 -9.1406 2.6312  0.00
H -21.6394 -7.0446 1.4017  0.00
H -22.1896 -8.6586 1.9369  0.00
H -22.2240 -7.4468 3.0298  0.00
H -20.1627 -8.0531 4.8511  0.00
H -17.1317 -7.5103 5.3909  0.00
H -17.6593 -9.2176 5.5681  0.00
H -16.3335 -8.7991 4.5508  0.00
H -19.1212 -10.9633 -2.3113  0.00
H -17.6128 -10.7552 -3.1123  0.00
H -17.9059 -12.2812 -2.3951  0.00
H -16.3871 -12.8260 -0.3405  0.00
H -15.1969 -12.4064 1.9095  0.00
H -15.2378 -10.8455 2.5309  0.00
H -16.5508 -11.8197 3.1579  0.00
N -24.1404 -13.2133 -0.8723  0.00
C -23.5568 -12.2225 -0.8575  0.00
C -22.5895 -11.1763 -0.8200  0.01
C -21.5659 -11.1710 0.1468  0.00
C -20.6800 -10.1483 0.1659  0.01
N -20.6331 -9.0956 -0.7771  0.01
C -21.5537 -9.2069 -1.7505  0.01
C -22.5349 -10.2041 -1.7661  0.00
H -21.5181 -11.9613 0.8681  0.00
H -19.9322 -10.0183 0.8853  0.00
H -21.3860 -8.4845 -2.6013  0.00
H -23.2168 -10.2356 -2.5766  0.00

## Properties
Expectation value of S²: 2.021
Highest occupied orbital energy (spin up / spin down): -5.8 / -7.9 eV
Gap between HOMO and LUMO (spin up / spin down): 5.1599 / 7.1740 eV
Multiplicity: 3
LUMO (spin up / spin down): -0.6 / -0.7 eV

3.
A molecular structure, C45H57HgN6O2. Source: the OMol25 dataset; level of theory: ωB97M-V with the def2-TZVPD basis set.

Each line ends with the Löwdin spin population.
CARTESIAN COORDINATES (ANGSTROEM)
Hg -0.0529 -0.6936 -0.2623  0.00
C 2.6903 2.9949 5.5269  0.00
C 2.0021 1.9697 4.6713  0.00
C 1.6070 0.7603 5.1212  0.00
C 0.9515 -0.1970 4.2744  0.00
C 0.6234 -1.3792 4.9420  0.00
N 0.1108 -2.5596 4.6434  0.00
C -0.3849 -3.1609 3.4024  0.00
C -1.8290 -2.7925 3.1202  0.00
C -2.2664 -3.3742 1.7909  0.02
N -3.6043 -2.9333 1.4593  0.19
C -4.1980 -3.2482 0.2579  0.37
C -3.5912 -3.2752 -1.0222  0.02
C -4.2260 -4.0471 -2.0150  0.12
C -3.7469 -4.1841 -3.3085  0.00
C -4.4592 -5.0417 -4.3219  -0.01
C -2.5761 -3.5236 -3.6213  0.14
C -1.9088 -2.6924 -2.6964  0.01
C -0.7127 -2.0584 -3.2169  0.00
N 0.0690 -1.2754 -2.5920  -0.02
C 1.2494 -0.7277 -3.2277  0.00
C 1.1922 0.8151 -3.3260  0.00
C 0.1937 1.5429 -2.4070  0.00
N -0.1656 1.8288 0.1361  0.00
C 1.0194 1.9886 1.0162  0.00
C 1.1181 1.4252 2.4127  0.00
C 1.7238 2.2599 3.3061  0.00
C 0.6733 0.1119 2.8766  0.00
O 0.0717 -0.7215 2.1654  0.00
C -2.4193 -2.5026 -1.3887  0.06
O -1.9732 -1.6377 -0.5133  0.04
H 2.8791 2.6077 6.5282  0.00
H 2.0856 3.8995 5.6255  0.00
H 3.6493 3.2905 5.0954  0.00
H 1.7914 0.4855 6.1557  0.00
H 0.8643 -1.3376 6.0006  0.00
H -0.0386 -3.1377 5.4539  0.00
H -0.2705 -4.2383 3.5366  0.00
H 0.2495 -2.8475 2.5823  0.00
H -1.9028 -1.7059 3.0746  0.00
H -2.4778 -3.1471 3.9308  0.00
H -2.2038 -4.4744 1.8124  0.01
H -1.5909 -3.0193 1.0163  0.00
H -4.2393 -2.9228 2.2397  0.00
H -5.2361 -3.5564 0.3236  0.02
H -5.1282 -4.5821 -1.7322  0.01
H -5.3795 -5.4538 -3.9071  0.00
H -3.8375 -5.8794 -4.6454  0.00
H -4.7253 -4.4692 -5.2130  0.00
H -2.1502 -3.6272 -4.6151  0.01
H -0.4752 -2.3138 -4.2595  0.00
H 1.3815 -1.1498 -4.2313  0.00
H 2.1098 -1.0277 -2.6318  0.00
H 0.9068 1.0677 -4.3491  0.00
H 2.2012 1.2149 -3.1852  0.00
H -0.6812 0.9149 -2.2279  0.00
H -0.1918 2.3946 -2.9717  0.00
H 1.2018 3.0606 1.1339  0.00
H 2.0318 3.2385 2.9447  0.00
C 4.6949 1.9985 0.8886  0.00
C 5.0067 1.4448 -0.5240  0.00
C 4.7969 2.4676 -1.6467  0.00
C 4.4678 0.0379 -0.8274  0.00
C 5.4044 -0.7727 -1.4723  0.00
C 5.2500 -2.1314 -1.6623  0.00
C 4.1674 -2.7290 -1.0336  0.00
C 3.1990 -1.9835 -0.3872  0.00
C 2.2317 -2.7456 0.5071  0.00
C 2.9931 -3.3194 1.7081  0.00
C 1.4386 -3.8425 -0.2091  0.00
C 3.2117 -0.5486 -0.4608  0.00
N 2.0276 0.0966 -0.2271  0.00
C 1.8742 1.5124 -0.2013  0.00
C 0.6899 2.1119 -1.0634  0.00
C 0.8231 3.5971 -1.2272  0.00
C -0.1380 4.3892 -0.7619  0.00
C -1.2699 3.8314 0.0056  0.00
N -1.2806 2.6389 0.4714  0.00
C -2.5137 4.6806 0.2586  0.00
C -2.1802 6.1733 0.3363  0.00
C -3.1989 4.2570 1.5590  0.00
C -3.4639 4.4380 -0.9238  0.00
H 5.6219 2.2284 1.4170  0.00
H 4.1412 1.2805 1.4947  0.00
H 4.1119 2.9228 0.8603  0.00
H 6.0855 1.2808 -0.5151  0.00
H 3.7478 2.7300 -1.8085  0.00
H 5.1786 2.0697 -2.5886  0.00
H 5.3394 3.3905 -1.4237  0.00
H 6.3214 -0.2988 -1.8118  0.00
H 5.9965 -2.7144 -2.1844  0.00
H 4.0902 -3.8113 -1.0101  0.00
H 1.5181 -2.0531 0.9447  0.00
H 3.7580 -4.0261 1.3778  0.00
H 2.3140 -3.8488 2.3843  0.00
H 3.4903 -2.5235 2.2669  0.00
H 2.0602 -4.7189 -0.4083  0.00
H 1.0397 -3.4879 -1.1607  0.00
H 0.5961 -4.1741 0.4059  0.00
H 2.7868 2.0671 -0.3315  0.00
H 1.6715 3.9958 -1.7756  0.00
H -0.0958 5.4575 -0.9175  0.00
H -1.4131 6.3786 1.0873  0.00
H -3.0786 6.7241 0.6196  0.00
H -1.8442 6.5739 -0.6216  0.00
H -2.5609 4.4637 2.4212  0.00
H -3.4272 3.1939 1.5578  0.00
H -4.1283 4.8192 1.6773  0.00
H -2.9853 4.6892 -1.8740  0.00
H -4.3561 5.0598 -0.8206  0.00
H -3.7684 3.3913 -0.9594  0.00

## Properties
Expectation value of S²: 0.788
Highest occupied orbital energy (spin up / spin down): -5.2 / -6.4 eV
Gap between HOMO and LUMO (spin up / spin down): 4.8321 / 6.0644 eV
Multiplicity: 2
LUMO (spin up / spin down): -0.3 / -0.3 eV

4.
A molecular structure, C19H23N2O8RuS2. Source: the OMol25 dataset; level of theory: ωB97M-V with the def2-TZVPD basis set.

Each line ends with the natural charge from an NBO analysis.
CARTESIAN COORDINATES (ANGSTROEM)
Ru -0.5469 2.4965 -0.2659  0.59
O -1.2556 1.5502 -3.0557  -0.72
C -1.7304 0.2586 -2.7090  -0.06
C -2.7633 0.3704 -1.6091  -0.23
N -2.2145 0.7437 -0.3055  -0.45
C -3.2573 1.3565 0.5291  -0.35
C -3.6118 2.7663 0.0539  0.76
O -4.7994 3.1210 0.0839  -0.75
O -2.6102 3.4412 -0.3200  -0.75
C -1.6503 -0.4160 0.3749  -0.35
C -0.8963 -0.0242 1.6556  0.77
O -0.7929 -0.9092 2.5268  -0.77
O -0.4420 1.1517 1.6890  -0.74
H -0.2980 1.5182 -3.1375  0.49
H -2.2096 -0.1988 -3.5852  0.14
H -0.9107 -0.3906 -2.3967  0.19
H -3.4941 1.1274 -1.9042  0.22
H -3.2909 -0.5944 -1.5193  0.16
H -4.1552 0.7240 0.5639  0.17
H -2.8517 1.4549 1.5369  0.24
H -2.4182 -1.1627 0.6282  0.17
H -0.9319 -0.8795 -0.2944  0.23
S 0.2574 4.6680 -0.6734  -0.17
C 0.9516 3.9861 0.7335  -0.06
N 2.3569 3.7595 0.7909  -0.62
C 2.9512 3.1409 1.8712  0.02
C 2.3095 3.0099 3.0444  -0.32
C 0.9445 3.4922 3.1424  -0.26
C 0.3104 3.9489 2.0283  -0.19
H 2.7850 3.6532 -0.1138  0.40
H 3.9636 2.7942 1.7079  0.19
H 2.8037 2.5376 3.8815  0.20
H 0.4067 3.3999 4.0771  0.20
H -0.7327 4.2396 2.0466  0.23
C 0.6218 -6.2741 0.6525  -0.62
C 0.9404 -4.9193 0.0746  -0.02
C 0.9264 -3.7821 0.8771  -0.22
C 1.2640 -2.5417 0.3616  -0.10
C 1.5998 -2.4369 -0.9822  -0.36
C 1.5847 -3.5502 -1.8101  -0.18
C 1.2603 -4.7876 -1.2754  -0.24
S 2.1065 -0.8609 -1.6323  2.42
O 3.4187 -0.5568 -1.1235  -0.96
O 1.9568 -0.9033 -3.0685  -0.98
O 1.0141 -0.0119 -0.9676  -0.80
H 0.3083 -6.1920 1.6926  0.21
H 1.4957 -6.9293 0.6142  0.21
H -0.1802 -6.7649 0.0965  0.21
H 0.6323 -3.8484 1.9174  0.22
H 1.2219 -1.6658 0.9951  0.26
H 1.8134 -3.4314 -2.8610  0.23
H 1.2459 -5.6620 -1.9181  0.19
C 1.1246 1.5352 -0.8335  -0.32
H 1.5435 1.8515 -1.8028  0.13
H 1.9242 1.5969 -0.0831  0.16

## Properties
Expectation value of S²: 0.884
Highest occupied orbital energy (spin up / spin down): -0.8 / -0.2 eV
Net charge: -2
Gap between HOMO and LUMO (spin up / spin down): 4.9269 / 4.3512 eV
Multiplicity: 2
LUMO (spin up / spin down): 4.1 / 4.1 eV

5.
ClFH2NP in the gas phase. Source: the OMol25 dataset; level of theory: ωB97M-V with the def2-TZVPD basis set.

Each line ends with the natural charge from an NBO analysis.
CARTESIAN COORDINATES (ANGSTROEM)
N -0.4486 0.9269 -0.6174  -1.02
F -0.3825 -1.1735 1.0982  -0.61
P 0.6288 -0.9332 -0.3477  1.19
Cl 2.2754 -0.2872 0.6346  -0.27
H -1.2818 0.5782 -1.1425  0.35
H -0.7913 0.8888 0.3748  0.36

## Properties
Highest occupied orbital energy: -10.1 eV
Gap between HOMO and LUMO: 9.8716 eV
LUMO: -0.2 eV

6.
2 unconnected molecules or ions with the total composition C5H11NO. Source: the OMol25 dataset; level of theory: ωB97M-V with the def2-TZVPD basis set.

Each line ends with the natural charge from an NBO analysis.
CARTESIAN COORDINATES (ANGSTROEM)
C 0.0393 2.3782 0.9697  -0.63
C -0.7347 1.1108 1.0025  -0.23
C -0.7807 0.1917 0.0472  -0.03
C 2.2977 -0.9625 -0.6915  -0.87
N -1.6719 -0.8878 0.0739  -0.61
C -1.7081 -1.8693 -0.8650  0.53
O -0.9559 -1.9362 -1.8157  -0.60
H 0.7061 2.3988 0.1080  0.21
H -0.6519 3.2245 0.8928  0.22
H 0.5957 2.5162 1.9015  0.22
H 1.9518 -0.2832 0.1113  0.21
H -1.3741 1.0055 1.8666  0.18
H -0.1720 0.2447 -0.8433  0.23
H 2.9428 -0.3713 -1.3445  0.21
H 2.8628 -1.7979 -0.2688  0.21
H 1.5001 -1.4142 -1.2981  0.24
H -2.3393 -0.9393 0.8241  0.40
H -2.5076 -2.6087 -0.6704  0.11

## Properties
Highest occupied orbital energy: -8.7 eV
Gap between HOMO and LUMO: 9.5432 eV
LUMO: 0.8 eV

For reference, ΔE to the lowest compared entry with this formula, charge and spin by record: 12.01 27.76 5.34 29.39 40.08 25.11 kcal per mole.